A structure of composition C36H50BN6PPdSe2, computed with ωB97M-V/def2-TZVPD.

Results
- Kohn-Sham gap (eV) = 5.34
- maximum force (hartree/bohr) = 0.00646
- charge = -2
- spin multiplicity = 1
- HOMO energy (Eh) = -0.034

Element x y z (Å)
Pd  -0.574  0.036  -0.658
C  3.875  -2.668  2.797
C  3.317  -2.059  1.551
C  3.886  -2.006  0.301
C  2.930  -1.340  -0.499
N  1.871  -1.020  0.219
N  2.109  -1.457  1.478
B  1.074  -1.400  2.623
N  0.685  0.094  2.884
N  1.169  1.081  2.099
C  0.863  2.219  2.687
C  0.165  1.989  3.888
C  0.084  0.617  3.981
C  -0.555  -0.187  5.059
C  1.220  3.544  2.067
C  2.079  3.321  0.823
C  -0.079  4.268  1.694
C  2.000  4.402  3.073
N  -0.094  -2.387  2.289
N  -0.425  -2.589  0.997
C  -1.295  -3.573  0.961
C  -1.542  -4.054  2.262
C  -0.742  -3.285  3.081
C  -0.530  -3.490  4.547
C  -1.867  -4.070  -0.340
C  -3.283  -3.505  -0.504
C  -1.927  -5.603  -0.315
C  -0.985  -3.621  -1.504
C  3.028  -1.064  -1.982
C  1.896  -0.154  -2.452
C  2.941  -2.395  -2.737
C  4.371  -0.390  -2.285
H  4.870  -3.063  2.584
H  3.247  -3.484  3.157
H  3.952  -1.934  3.600
H  4.849  -2.399  0.015
H  1.594  -1.799  3.640
H  -0.237  2.703  4.591
H  -0.693  0.432  5.946
H  0.061  -1.044  5.323
H  -1.534  -0.554  4.744
H  1.571  2.667  0.114
H  3.015  2.830  1.098
H  2.307  4.278  0.347
H  -0.725  3.626  1.092
H  0.127  5.199  1.157
H  -0.646  4.509  2.598
H  2.928  3.905  3.364
H  1.415  4.583  3.977
H  2.248  5.371  2.628
H  -2.170  -4.874  2.573
H  -0.831  -4.507  4.802
H  -1.112  -2.806  5.163
H  0.521  -3.365  4.812
H  -3.914  -3.812  0.335
H  -3.736  -3.859  -1.435
H  -3.256  -2.415  -0.542
H  -2.556  -5.966  0.501
H  -0.929  -6.029  -0.190
H  -2.346  -5.971  -1.256
H  -0.944  -2.532  -1.557
H  -1.388  -3.991  -2.450
H  0.032  -3.998  -1.366
H  0.922  -0.600  -2.232
H  1.957  0.003  -3.530
H  1.946  0.818  -1.954
H  1.976  -2.868  -2.550
H  3.727  -3.080  -2.408
H  3.046  -2.234  -3.814
H  4.451  0.550  -1.737
H  4.454  -0.176  -3.355
H  5.212  -1.024  -1.996
Se  -2.750  -0.760  -3.148
P  -2.338  1.008  -1.979
Se  -2.585  1.176  0.206
C  -0.930  1.967  -2.702
C  -0.466  1.707  -3.989
C  0.566  2.463  -4.532
C  1.141  3.494  -3.807
C  0.683  3.765  -2.522
C  -0.340  3.004  -1.973
C  -3.705  2.179  -2.538
C  -5.018  1.709  -2.568
C  -6.074  2.543  -2.893
C  -5.844  3.879  -3.206
C  -4.546  4.361  -3.184
C  -3.489  3.520  -2.848
H  -0.917  0.897  -4.549
H  0.927  2.236  -5.530
H  1.950  4.078  -4.231
H  1.131  4.558  -1.938
H  -0.697  3.203  -0.969
H  -5.195  0.664  -2.340
H  -7.085  2.150  -2.907
H  -6.668  4.535  -3.466
H  -4.347  5.400  -3.426
H  -2.484  3.923  -2.835

Atom-resolved charges from Löwdin, all expressed in e: number 1, Pd, carries 0.09; number 2, C, carries -0.05; number 3, C, carries -0.29; number 4, C, carries 0.00; number 5, C, carries -0.27; number 6, N, carries 0.13; number 7, N, carries 0.02; number 8, B, carries -0.48; number 9, N, carries 0.03; number 10, N, carries 0.14; number 11, C, carries -0.29; number 12, C, carries 0.00; number 13, C, carries -0.29; number 14, C, carries -0.04; number 15, C, carries -0.55; number 16, C, carries -0.06; number 17, C, carries -0.05; number 18, C, carries -0.07; number 19, N, carries 0.04; number 20, N, carries 0.13; number 21, C, carries -0.28; number 22, C, carries 0.00; number 23, C, carries -0.28; number 24, C, carries -0.05; number 25, C, carries -0.55; number 26, C, carries -0.06; number 27, C, carries -0.07; number 28, C, carries -0.09; number 29, C, carries -0.54; number 30, C, carries -0.06; number 31, C, carries -0.05; number 32, C, carries -0.06; number 33, H, carries 0.07; number 34, H, carries 0.07; number 35, H, carries 0.07; number 36, H, carries 0.09; number 37, H, carries 0.10; number 38, H, carries 0.09; number 39, H, carries 0.07; number 40, H, carries 0.05; number 41, H, carries 0.08; number 42, H, carries 0.06; number 43, H, carries 0.08; number 44, H, carries 0.07; number 45, H, carries 0.04; number 46, H, carries 0.08; number 47, H, carries 0.08; number 48, H, carries 0.08; number 49, H, carries 0.07; number 50, H, carries 0.07; number 51, H, carries 0.09; number 52, H, carries 0.07; number 53, H, carries 0.05; number 54, H, carries 0.06; number 55, H, carries 0.08; number 56, H, carries 0.07; number 57, H, carries 0.05; number 58, H, carries 0.06; number 59, H, carries 0.08; number 60, H, carries 0.07; number 61, H, carries 0.01; number 62, H, carries 0.08; number 63, H, carries 0.07; number 64, H, carries 0.05; number 65, H, carries 0.08; number 66, H, carries 0.08; number 67, H, carries 0.08; number 68, H, carries 0.07; number 69, H, carries 0.08; number 70, H, carries 0.08; number 71, H, carries 0.08; number 72, H, carries 0.07; number 73, Se, carries 0.18; number 74, P, carries -0.03; number 75, Se, carries 0.20; number 76, C, carries -0.42; number 77, C, carries -0.13; number 78, C, carries -0.12; number 79, C, carries -0.12; number 80, C, carries -0.10; number 81, C, carries -0.14; number 82, C, carries -0.40; number 83, C, carries -0.15; number 84, C, carries -0.11; number 85, C, carries -0.13; number 86, C, carries -0.11; number 87, C, carries -0.09; number 88, H, carries 0.05; number 89, H, carries 0.09; number 90, H, carries 0.09; number 91, H, carries 0.09; number 92, H, carries 0.06; number 93, H, carries 0.07; number 94, H, carries 0.09; number 95, H, carries 0.08; number 96, H, carries 0.09; number 97, H, carries 0.09

***

A structure of composition C36H50BrN2O7PW at a distorted geometry, computed with ωB97M-V/def2-TZVPD.

Results
- Kohn-Sham gap (spin up / spin down) (eV) = 4.57 / 7.87
- maximum force (hartree/bohr) = 0.08995
- spin multiplicity = 3
- HOMO energy (spin up / spin down) (Eh) = -0.189 / -0.314

Element x y z (Å)
W  -0.651  0.446  -0.008
C  -3.246  -0.972  -2.462
C  -2.684  -1.581  -1.174
C  -3.701  -1.341  -0.052
C  -2.463  -3.075  -1.344
N  -1.404  -0.939  -0.823
H  -4.288  -1.276  -2.583
H  -2.688  -1.299  -3.342
H  -3.204  0.116  -2.413
H  -4.671  -1.760  -0.331
H  -3.818  -0.281  0.123
H  -3.367  -1.794  0.881
H  -3.411  -3.579  -1.556
H  -2.033  -3.496  -0.432
H  -1.770  -3.265  -2.170
Br  -3.042  4.668  1.633
C  -3.224  4.636  -0.241
C  -3.998  5.646  -0.795
C  -4.162  5.733  -2.166
C  -3.549  4.812  -2.998
C  -2.783  3.803  -2.448
C  -2.611  3.689  -1.070
C  -1.777  2.558  -0.642
O  -1.210  1.819  -1.487
O  -1.553  2.183  0.522
H  -4.465  6.371  -0.141
H  -4.773  6.525  -2.584
H  -3.671  4.879  -4.073
H  -2.305  3.058  -3.073
O  1.430  0.500  -0.978
P  2.473  1.060  -1.956
C  1.989  2.821  -2.248
C  1.313  3.529  -1.044
C  2.138  4.557  -0.281
C  2.791  5.540  -1.247
C  3.695  4.791  -2.223
C  2.903  3.776  -3.057
C  4.034  0.429  -1.207
C  5.315  0.374  -2.069
C  6.163  1.637  -2.003
C  6.529  1.953  -0.555
C  5.267  2.118  0.289
C  4.352  0.894  0.225
C  2.495  0.093  -3.544
C  1.344  -0.927  -3.636
C  0.062  -0.315  -4.197
C  0.297  0.337  -5.556
C  1.358  1.433  -5.443
C  2.656  0.850  -4.880
H  1.157  2.549  -2.892
H  0.925  2.804  -0.353
H  0.459  4.071  -1.460
H  2.893  4.068  0.326
H  1.476  5.082  0.411
H  3.365  6.290  -0.697
H  2.009  6.069  -1.810
H  4.488  4.299  -1.661
H  4.181  5.491  -2.906
H  3.580  3.213  -3.697
H  2.252  4.351  -3.725
H  3.650  -0.593  -1.125
H  5.091  0.141  -3.110
H  5.917  -0.457  -1.687
H  5.609  2.471  -2.444
H  7.064  1.498  -2.605
H  7.132  2.863  -0.505
H  7.141  1.136  -0.153
H  4.737  2.989  -0.076
H  5.529  2.312  1.332
H  3.422  1.062  0.773
H  4.863  0.065  0.725
H  3.405  -0.486  -3.408
H  1.149  -1.368  -2.662
H  1.677  -1.726  -4.308
H  -0.317  0.425  -3.507
H  -0.696  -1.095  -4.274
H  -0.638  0.752  -5.945
H  0.641  -0.421  -6.270
H  0.981  2.239  -4.802
H  1.559  1.871  -6.423
H  3.424  1.622  -4.795
H  3.032  0.126  -5.610
O  0.727  0.161  1.505
C  -0.218  0.058  2.416
O  -1.395  -0.074  1.816
C  -0.018  0.094  3.786
C  1.302  0.144  4.327
C  1.499  0.142  5.677
C  0.393  0.101  6.546
C  -0.923  0.074  6.038
C  -1.127  0.066  4.688
N  0.614  0.072  7.964
O  1.774  0.081  8.378
O  -0.361  0.040  8.715
H  2.145  0.175  3.645
H  2.491  0.169  6.104
H  -1.747  0.058  6.735
H  -2.130  0.048  4.279

Atom-resolved charges from Löwdin, all expressed in e: number 1, W, carries 1.80; number 2, C, carries -0.05; number 3, C, carries -0.69; number 4, C, carries -0.05; number 5, C, carries -0.06; number 6, N, carries -0.13; number 7, H, carries 0.09; number 8, H, carries 0.06; number 9, H, carries 0.07; number 10, H, carries 0.09; number 11, H, carries 0.07; number 12, H, carries 0.08; number 13, H, carries 0.09; number 14, H, carries 0.09; number 15, H, carries 0.08; number 16, Br, carries 0.84; number 17, C, carries -0.60; number 18, C, carries -0.13; number 19, C, carries -0.06; number 20, C, carries -0.06; number 21, C, carries -0.01; number 22, C, carries -0.15; number 23, C, carries -0.62; number 24, O, carries -0.13; number 25, O, carries -0.11; number 26, H, carries 0.10; number 27, H, carries 0.11; number 28, H, carries 0.11; number 29, H, carries 0.12; number 30, O, carries -0.45; number 31, P, carries 0.92; number 32, C, carries -0.30; number 33, C, carries -0.18; number 34, C, carries -0.18; number 35, C, carries -0.19; number 36, C, carries -0.19; number 37, C, carries -0.17; number 38, C, carries -0.33; number 39, C, carries -0.18; number 40, C, carries -0.19; number 41, C, carries -0.20; number 42, C, carries -0.19; number 43, C, carries -0.17; number 44, C, carries -0.33; number 45, C, carries -0.18; number 46, C, carries -0.20; number 47, C, carries -0.19; number 48, C, carries -0.19; number 49, C, carries -0.18; number 50, H, carries 0.08; number 51, H, carries 0.07; number 52, H, carries 0.12; number 53, H, carries 0.10; number 54, H, carries 0.12; number 55, H, carries 0.11; number 56, H, carries 0.12; number 57, H, carries 0.08; number 58, H, carries 0.12; number 59, H, carries 0.08; number 60, H, carries 0.12; number 61, H, carries 0.12; number 62, H, carries 0.09; number 63, H, carries 0.13; number 64, H, carries 0.09; number 65, H, carries 0.11; number 66, H, carries 0.11; number 67, H, carries 0.12; number 68, H, carries 0.07; number 69, H, carries 0.12; number 70, H, carries 0.10; number 71, H, carries 0.13; number 72, H, carries 0.08; number 73, H, carries 0.10; number 74, H, carries 0.12; number 75, H, carries 0.09; number 76, H, carries 0.10; number 77, H, carries 0.11; number 78, H, carries 0.12; number 79, H, carries 0.10; number 80, H, carries 0.11; number 81, H, carries 0.09; number 82, H, carries 0.12; number 83, O, carries -0.17; number 84, C, carries -0.54; number 85, O, carries -0.17; number 86, C, carries -0.16; number 87, C, carries -0.02; number 88, C, carries -0.01; number 89, C, carries -0.16; number 90, C, carries -0.01; number 91, C, carries -0.01; number 92, N, carries -0.38; number 93, O, carries 0.02; number 94, O, carries 0.02; number 95, H, carries 0.11; number 96, H, carries 0.11; number 97, H, carries 0.11; number 98, H, carries 0.11

***

For each record above, in turn, the calculated energy above the lowest of the compared OMol25 structures with the same formula, charge and spin values are 0.6614, 0.4572 eV.
For each record above, in turn, the calculated DFT total energy values are -191227.6630, -136613.3537 eV.